No. 1
The following is a quantum chemistry calculation of C3H9N3O as an isolated structure at a distorted geometry, from OMol25.

The HOMO energy comes out at -6.5 eV. The LUMO energy comes out at 0.12 eV. Its electronic energy is -9769.472 eV. The HOMO-LUMO gap is 6.67 eV.

```
! wB97M-V def2-TZVPD RIJCOSX def2/J DEFGRID3
* xyz 0 1
C -1.822 0.615 0.617
C -0.281 -1.716 0.820
N 0.970 -0.263 -1.060
C 0.629 0.685 -0.255
N 2.049 -0.042 -1.907
O -0.500 0.084 0.801
N 1.136 1.771 0.170
H 1.887 -0.440 -2.824
H 2.464 0.881 -1.773
H 0.749 2.075 1.056
H -2.129 0.472 -0.422
H -1.831 1.671 0.885
H -2.501 0.082 1.283
H -0.589 -2.125 -0.132
H 0.743 -1.923 1.092
H -0.973 -1.827 1.649
*
```

***

No. 2
The following is a quantum chemistry calculation of a 2-piece molecular cluster, C4H13N overall at a distorted geometry, from OMol25.

The HOMO energy comes out at -8.9 eV. The LUMO energy comes out at 1.25 eV. Its electronic energy is -5848.070 eV. The HOMO-LUMO gap is 10.11 eV.

```
! wB97M-V def2-TZVPD RIJCOSX def2/J DEFGRID3
* xyz 0 1
C 1.438 0.788 -3.473
C 1.144 1.517 -4.761
N 2.112 2.485 -5.158
H 1.874 1.498 -2.762
H 2.299 0.124 -3.639
H 0.703 0.131 -3.022
H 0.100 1.849 -4.720
H 0.921 0.765 -5.518
H 1.839 3.041 -5.947
H 3.052 2.126 -5.147
C -1.762 -1.145 5.125
C -2.106 -2.416 5.934
H -2.727 -0.728 4.817
H -1.203 -0.524 5.808
H -1.278 -1.245 4.154
H -1.263 -3.107 5.825
H -2.932 -2.972 5.500
H -2.210 -2.188 6.987
*
```